ORCA calculation (wB97M-V/def2-TZVPD) on 14 unconnected molecules or ions with the total composition C29H84BrO23 at a distorted geometry.

```
137
C29H84BrO23 wB97M-V/def2-TZVPD
Br 12.22 20.68 16.93
O 9.51 28.37 16.36
O 12.88 25.15 15.70
O 9.74 18.14 23.33
O 16.58 19.03 13.09
O 12.22 17.61 18.29
O 13.01 15.47 20.12
O 16.96 22.57 17.96
O 11.48 17.96 14.79
O 8.91 24.26 13.54
O 10.64 25.98 17.72
O 6.90 18.63 17.81
O 16.42 20.17 10.21
O 13.56 22.68 14.39
O 12.90 15.84 15.47
O 15.97 18.47 15.54
O 12.45 20.15 20.25
O 8.92 22.84 19.95
O 14.62 21.79 19.01
O 7.62 20.13 19.87
O 9.88 15.82 15.17
O 9.45 21.94 15.49
O 16.78 17.81 18.07
O 11.63 17.69 21.23
C 9.42 21.70 19.28
C 7.56 17.89 16.78
C 11.88 18.49 13.51
C 15.82 20.17 12.60
C 11.24 27.24 17.57
C 18.47 22.12 19.77
C 6.49 17.82 15.68
C 13.52 17.20 18.45
C 10.85 17.34 23.51
C 12.05 14.80 15.10
C 12.05 17.38 12.50
C 8.67 24.23 14.94
C 13.92 24.37 16.19
C 16.86 24.18 19.61
C 10.73 14.82 15.71
C 17.31 19.01 17.47
C 8.79 18.75 16.45
C 10.83 19.48 13.15
C 14.54 23.39 15.17
C 16.45 20.94 11.42
C 10.77 27.80 16.24
C 8.98 20.30 19.78
C 16.20 19.45 16.54
C 9.70 23.28 15.64
C 13.59 15.71 18.86
C 13.27 20.99 20.92
C 11.95 17.92 22.64
C 17.77 23.16 18.92
C 14.71 21.11 20.30
H 12.93 17.52 22.90
H 10.73 23.48 15.36
H 6.09 18.17 18.04
H 9.13 28.29 15.49
H 9.08 21.73 18.24
H 15.07 20.11 20.06
H 12.90 18.83 13.70
H 9.37 17.72 22.55
H 9.27 18.46 15.51
H 9.79 24.64 13.43
H 19.22 22.56 20.43
H 14.11 17.34 17.54
H 12.22 18.50 17.92
H 15.98 21.91 11.28
H 13.09 22.17 15.06
H 18.20 18.86 16.86
H 12.19 14.72 14.03
H 17.46 24.91 20.16
H 10.92 15.09 16.75
H 9.84 19.05 13.28
H 16.14 22.34 18.40
H 17.78 21.53 20.38
H 12.53 16.69 15.20
H 10.34 16.66 15.05
H 5.83 16.99 15.93
H 11.14 27.93 18.41
H 11.13 16.84 12.29
H 7.03 17.56 14.77
H 10.18 13.88 15.72
H 16.73 17.15 17.37
H 10.59 16.34 23.16
H 16.28 23.68 20.38
H 9.70 23.55 16.69
H 14.84 19.81 12.29
H 12.48 13.92 15.58
H 15.43 21.66 20.90
H 7.66 23.84 15.09
H 18.48 23.73 18.32
H 16.14 18.70 13.89
H 9.44 19.49 19.21
H 12.33 16.15 20.16
H 14.06 21.30 18.39
H 8.26 23.20 19.35
H 10.94 19.76 12.11
H 16.42 20.43 16.12
H 12.39 20.42 19.33
H 14.64 15.43 18.79
H 17.46 21.21 11.70
H 13.96 17.84 19.21
H 10.20 21.47 15.86
H 10.82 26.94 15.57
H 15.09 22.66 15.76
H 17.10 19.50 10.19
H 9.41 20.11 20.76
H 5.77 18.64 15.62
H 11.51 28.55 15.96
H 12.31 27.06 17.45
H 13.61 23.77 17.03
H 8.68 25.24 15.33
H 11.34 25.32 17.67
H 7.47 19.58 19.10
H 13.22 20.65 21.96
H 13.22 25.53 14.89
H 15.28 19.59 17.10
H 12.42 17.79 11.56
H 9.58 18.65 17.19
H 16.20 24.64 18.88
H 15.64 17.64 15.89
H 15.59 20.91 13.36
H 17.52 19.82 18.16
H 14.71 25.02 16.56
H 12.03 18.95 22.97
H 11.11 17.31 24.57
H 11.35 18.68 15.41
H 7.89 16.94 17.19
H 10.50 21.69 19.34
H 11.73 18.53 20.79
H 8.57 19.81 16.31
H 12.78 21.96 20.88
H 11.04 20.30 13.84
H 12.88 16.76 12.84
H 19.00 21.39 19.17
H 15.15 23.98 14.48
H 13.03 15.06 18.19
```

Calculated values
HOMO   -0.24885 hartree
Kohn-Sham gap   8.856 eV
M   880.87 g/mol
Multiplicity   1
Net charge   -1